i | ORCA calculation (ωB97M-V/def2-TZVPD) on C2H6N4S2 in the gas phase.

Output
* HOMO: -8.24 eV
* net charge: 0
* gap between HOMO and LUMO: 8.882 eV
* SMILES: N/N=C/N(S)C(N)=S
* M: 150.2 g mol⁻¹
* LUMO energy: 0.640 eV

Positions of all 14 atoms, in Å:
C1 0.5534 0.6850 0.0128
C2 -1.5731 -0.6085 -0.0439
H1 3.2975 -0.4489 -0.5951
H2 2.8782 1.0183 0.0256
H3 0.8020 1.7140 0.2650
H4 -2.3601 1.7691 0.9845
H5 0.1274 -1.6636 -0.1704
H6 -1.3197 -2.5739 -0.0709
N1 2.7435 0.0126 0.1059
N2 1.3881 -0.2952 -0.1394
N3 -0.8153 0.6021 -0.1829
N4 -0.8586 -1.7325 -0.0392
S1 -1.6661 2.1095 -0.1239
S2 -3.1975 -0.5880 -0.0280


ii | ORCA calculation (ωB97M-V/def2-TZVPD) on C2H6N4S2 in the gas phase.

Output
* HOMO: -9.00 eV
* net charge: 0
* gap between HOMO and LUMO: 9.554 eV
* SMILES: [H]/N=C/N=C(NS)NS
* M: 150.2 g mol⁻¹
* LUMO energy: 0.558 eV

Positions of all 14 atoms, in Å:
C1 -0.5348 -0.1322 0.0668
C2 1.5411 -1.1120 0.2566
H1 -3.3032 0.7651 1.1959
H2 -2.0540 -1.4884 0.1168
H3 -0.9267 1.6501 -0.8012
H4 1.9270 1.4836 -0.5432
H5 2.1254 -1.7813 0.9792
H6 3.1509 -0.9002 -0.7759
N1 -1.8782 -0.5068 -0.0919
N2 -0.2616 1.1359 -0.2478
N3 0.2147 -1.0610 0.5365
N4 2.1832 -0.5939 -0.7580
S1 -3.2355 0.4475 -0.1597
S2 1.0518 2.0937 0.2259


What should be chosen as the least stable of them? Choose i.


i | ORCA calculation (ωB97M-V/def2-TZVPD) on 2 unconnected molecules or ions with the total composition CH5N3O.

Output
* HOMO (spin up / spin down): -7.88 / -7.56 eV
* net charge: 0
* gap between HOMO and LUMO (spin up / spin down): 8.634 / 8.047 eV
* M: 75.1 g mol⁻¹
* LUMO energy (spin up / spin down): 0.758 / 0.486 eV

Positions of all 10 atoms, in Å:
C1 -1.8276 -0.5337 0.0186
N1 0.4234 -0.8651 0.1135
N2 0.8889 0.2393 -0.0016
N3 2.2174 0.3645 -0.1281
O1 -1.8284 0.7926 0.2601
H1 -2.2364 -1.1297 0.8129
H2 -1.9146 -0.8725 -1.0022
H3 2.7773 -0.4663 0.0634
H4 2.6221 1.2524 0.1216
H5 -1.1221 1.2185 -0.2582


ii | ORCA calculation (ωB97M-V/def2-TZVPD) on CH5N3O in the gas phase.

Output
* HOMO: -9.07 eV
* net charge: 0
* gap between HOMO and LUMO: 9.947 eV
* SMILES: N/N=C\NO
* M: 75.1 g mol⁻¹
* LUMO energy: 0.878 eV

Positions of all 10 atoms, in Å:
C1 -0.6542 -0.1253 -0.7493
H1 1.0339 1.4291 0.2171
H2 2.3335 0.8070 -0.9258
H3 -1.2637 -0.8061 -1.3231
H4 0.1371 0.2180 1.1190
H5 -1.1057 -1.7639 1.4740
N1 1.3621 0.7937 -0.3899
N2 0.3569 0.3104 -1.4294
N3 -0.6747 0.0989 0.6494
O1 -1.5253 -0.9618 1.3582


What should be chosen as the least stable of them? Choose ii.


i | ORCA calculation (ωB97M-V/def2-TZVPD) on CH5N3O in the gas phase.

Output
* HOMO: -9.00 eV
* net charge: 0
* gap between HOMO and LUMO: 9.896 eV
* SMILES: N/N=C\NO
* M: 75.1 g mol⁻¹
* LUMO energy: 0.896 eV

Positions of all 10 atoms, in Å:
C1 0.0150 0.8405 0.2109
H1 1.3780 -1.2919 0.7178
H2 2.7727 -0.7954 -0.4478
H3 -0.4986 1.8283 0.2885
H4 -0.2322 -0.8491 -0.1298
H5 -2.7176 -0.3139 0.1475
N1 1.6952 -0.6623 -0.0920
N2 1.2126 0.7300 -0.2239
N3 -0.7646 -0.3132 0.5278
O1 -1.9744 -0.2379 -0.4156


ii | ORCA calculation (ωB97M-V/def2-TZVPD) on 3 unconnected molecules or ions with the total composition CH5N3O.

Output
* HOMO (spin up / spin down): -8.73 / -8.71 eV
* net charge: 0
* gap between HOMO and LUMO (spin up / spin down): 8.567 / 8.539 eV
* M: 75.1 g mol⁻¹
* LUMO energy (spin up / spin down): -0.164 / -0.173 eV

Positions of all 10 atoms, in Å:
N1 0.0413 0.6101 -0.0692
C1 -0.0553 -0.6470 0.0568
N2 1.9811 -0.3163 0.2163
N3 -1.8222 1.0469 0.0513
O1 -0.5023 -1.7096 -0.1422
H1 0.3222 1.2383 0.6689
H2 2.1315 -1.2964 0.4692
H3 2.2902 -0.1973 -0.7489
H4 -2.3190 0.2367 0.4402
H5 -2.0676 1.0345 -0.9424


What should be chosen as the least stable of them? Choose ii.


i | ORCA calculation (ωB97M-V/def2-TZVPD) on 2 unconnected molecules or ions with the total composition C4H14N2.

Output
* HOMO: -8.93 eV
* net charge: 0
* gap between HOMO and LUMO: 10.164 eV
* SMILES: CCN.CCN
* M: 90.2 g mol⁻¹
* LUMO energy: 1.233 eV

Positions of all 20 atoms, in Å:
N1 -1.3506 2.2068 -5.0585
C1 -3.2614 3.1588 -4.1095
C2 -1.7721 2.9328 -3.8851
H1 -0.6398 1.4759 -4.9437
H2 -1.0702 2.7494 -5.8829
H3 -3.5094 3.5080 -5.1260
H4 -3.5400 3.9463 -3.3892
H5 -3.8574 2.2565 -3.8923
H6 -1.1948 3.8617 -3.7134
H7 -1.6165 2.2732 -3.0098
N2 2.1299 -1.6337 5.0032
C3 1.6809 -3.6545 3.6888
C4 2.6248 -2.9190 4.6825
H8 2.8697 -1.0452 5.4018
H9 1.8354 -1.1718 4.1357
H10 0.6487 -3.4858 4.0392
H11 1.8899 -4.7371 3.7182
H12 1.7585 -3.3094 2.6440
H13 2.7906 -3.5702 5.5622
H14 3.5838 -2.8426 4.1349


ii | ORCA calculation (ωB97M-V/def2-TZVPD) on 2 unconnected molecules or ions with the total composition C4H14N2.

Output
* HOMO: -8.67 eV
* net charge: 0
* gap between HOMO and LUMO: 9.665 eV
* SMILES: CCC.NCN
* M: 90.2 g mol⁻¹
* LUMO energy: 0.998 eV

Positions of all 20 atoms, in Å:
C1 0.5883 0.6824 -3.4090
C2 0.1331 -0.0339 -2.0935
C3 -1.3687 -0.1083 -1.7551
H1 0.0774 0.1968 -4.2574
H2 1.6675 0.7185 -3.6533
H3 0.2790 1.7450 -3.5406
H4 0.7025 0.5540 -1.3130
H5 0.4537 -1.1017 -2.0686
H6 -1.4603 0.4808 -0.7473
H7 -1.8465 0.1833 -2.7204
H8 -1.9045 -1.0745 -1.4802
N1 0.6197 -0.9385 2.0342
C4 0.8267 -0.3357 3.3414
N2 -0.4883 0.1991 3.6055
H9 0.0641 -1.7542 2.0342
H10 0.6170 -0.3868 1.2012
H11 1.0830 -1.1710 4.1500
H12 1.5984 0.6008 3.1959
H13 -0.6829 0.6500 4.4933
H14 -0.9591 0.8938 2.9826


iii | ORCA calculation (ωB97M-V/def2-TZVPD) on 2 unconnected molecules or ions with the total composition C4H14N2.

Output
* HOMO: -8.56 eV
* net charge: 0
* gap between HOMO and LUMO: 9.410 eV
* SMILES: CCN.CNC
* M: 90.2 g mol⁻¹
* LUMO energy: 0.847 eV

Positions of all 20 atoms, in Å:
C1 -2.1626 2.8247 -0.2806
C2 -1.0734 1.8317 0.1048
N1 -0.5745 2.2007 1.4734
H1 -3.1318 2.5295 0.1189
H2 -2.2698 2.7688 -1.3690
H3 -1.9044 3.8235 0.0551
H4 -0.1990 1.8900 -0.5420
H5 -1.4869 0.8350 0.2195
H6 0.2956 2.7205 1.5139
H7 -0.4585 1.3583 1.9871
C3 0.8953 -2.6809 0.7739
N2 1.8008 -1.9392 -0.0825
C4 1.6751 -2.0859 -1.5135
H8 -0.1395 -2.3336 0.6549
H9 1.1270 -2.5903 1.8347
H10 0.9760 -3.7431 0.5338
H11 1.8149 -0.9805 0.2146
H12 1.8685 -3.1287 -1.7706
H13 0.6480 -1.9080 -1.8636
H14 2.2990 -1.3927 -2.0630


What should be chosen as the least stable of them? Choose ii.


i | ORCA calculation (ωB97M-V/def2-TZVPD) on 2 unconnected molecules or ions with the total composition C4H14N2.

Output
* HOMO: -9.12 eV
* net charge: 0
* gap between HOMO and LUMO: 9.977 eV
* SMILES: CCN.CCN
* M: 90.2 g mol⁻¹
* LUMO energy: 0.859 eV

Positions of all 20 atoms, in Å:
N1 3.3970 0.8435 3.8951
C1 1.0200 0.7158 3.1768
C2 2.2848 -0.0829 3.6349
H1 3.2379 1.8512 3.7857
H2 4.1406 0.5992 3.2317
H3 0.7546 1.4078 3.9936
H4 0.1339 0.1074 2.9293
H5 1.2984 1.3091 2.2896
H6 1.8776 -0.5720 4.5406
H7 2.5822 -0.8801 2.9267
N2 -2.4210 0.0891 -4.6845
C3 -1.6373 -1.3537 -2.8396
C4 -1.9989 0.0037 -3.2576
H8 -3.1252 0.8313 -4.7616
H9 -2.9186 -0.7933 -4.8469
H10 -1.1539 -1.3672 -1.8483
H11 -0.8857 -1.6216 -3.6011
H12 -2.4366 -2.1136 -2.8517
H13 -2.9298 0.2854 -2.7289
H14 -1.2199 0.7411 -2.9837


ii | ORCA calculation (ωB97M-V/def2-TZVPD) on 2 unconnected molecules or ions with the total composition C4H14N2.

Output
* HOMO: -8.93 eV
* net charge: 0
* gap between HOMO and LUMO: 10.169 eV
* SMILES: CCN.CCN
* M: 90.2 g mol⁻¹
* LUMO energy: 1.239 eV

Positions of all 20 atoms, in Å:
N1 -0.9060 0.7488 -5.4321
C1 -2.8168 1.7008 -4.4831
C2 -1.3275 1.4748 -4.2586
H1 -0.1952 0.0179 -5.3172
H2 -0.6256 1.2914 -6.2565
H3 -3.0648 2.0500 -5.4995
H4 -3.0954 2.4883 -3.7628
H5 -3.4129 0.7985 -4.2658
H6 -0.7503 2.4037 -4.0869
H7 -1.1719 0.8152 -3.3833
N2 -5.5802 -2.2287 5.7538
C3 -6.0774 -0.4904 4.0713
C4 -5.7675 -1.9397 4.3391
H8 -5.4941 -3.2153 6.0218
H9 -4.7188 -1.7712 6.0720
H10 -5.3748 0.2697 4.4524
H11 -7.0925 -0.2380 4.4212
H12 -6.0670 -0.4577 2.9688
H13 -6.6068 -2.5467 3.9483
H14 -4.8816 -2.1444 3.7077


What should be chosen as the least stable of them? Choose i.


i | ORCA calculation (ωB97M-V/def2-TZVPD) on 2 unconnected molecules or ions with the total composition C8H9BrO2.

Output
* HOMO: -8.32 eV
* net charge: 0
* gap between HOMO and LUMO: 8.947 eV
* M: 217.1 g mol⁻¹
* LUMO energy: 0.632 eV

Positions of all 20 atoms, in Å:
C1 -0.7970 -0.2248 -2.6349
C2 -1.1569 0.9202 -1.8208
C3 0.2083 -1.0837 -2.1621
C4 -0.5235 1.0510 -0.6150
C5 0.8904 -0.7744 -0.9914
C6 0.4488 0.2310 -0.1517
C7 1.1911 0.6664 0.9909
C8 0.1996 0.0034 2.6752
O1 0.9366 0.4856 3.7221
O2 0.1543 -1.3555 2.5179
Br1 3.0494 0.1544 1.1521
H1 -1.2926 -0.3104 -3.5215
H2 -1.9330 1.5665 -2.1707
H3 0.6118 -2.0341 -2.6779
H4 -0.7910 1.8679 0.0317
H5 1.7281 -1.3566 -0.7770
H6 1.2742 1.7028 1.2081
H7 -0.7185 0.5155 2.7968
H8 1.8478 0.6717 3.4881
H9 0.7399 -1.7049 3.2151


ii | ORCA calculation (ωB97M-V/def2-TZVPD) on 2 unconnected molecules or ions with the total composition C8H9BrO2.

Output
* HOMO: -9.14 eV
* net charge: 0
* gap between HOMO and LUMO: 8.713 eV
* SMILES: O=C1C=CC=CC1.CC(=O)Br
* M: 217.1 g mol⁻¹
* LUMO energy: -0.426 eV

Positions of all 20 atoms, in Å:
C1 2.3669 1.7605 0.4119
C2 2.1717 1.4713 -0.8557
C3 1.7245 1.0070 1.3929
C4 1.3904 0.3568 -1.4142
C5 0.9005 -0.0363 0.9978
C6 0.4624 -0.3046 -0.4003
C7 -3.1034 -1.6955 0.1618
C8 -3.3925 -0.5518 -0.6628
O1 -3.6493 -0.3493 -1.7914
O2 -0.4257 -1.0854 -0.6710
Br1 -2.9387 1.1852 0.4764
H1 3.0364 2.5534 0.7720
H2 2.5147 2.2166 -1.5382
H3 1.5882 1.2314 2.4680
H4 0.8325 0.4217 -2.3219
H5 0.3262 -0.4093 1.7537
H6 -3.2725 -1.5677 1.2768
H7 -3.7027 -2.5979 -0.1812
H8 -1.9824 -1.6498 0.2400
H9 2.0992 -0.5471 -1.5549


What should be chosen as the least stable of them? Choose i.


i | ORCA calculation (ωB97M-V/def2-TZVPD) on 2 unconnected molecules or ions with the total composition C9H17N4.

Output
* HOMO (spin up / spin down): -11.79 / -12.69 eV
* net charge: +1
* gap between HOMO and LUMO (spin up / spin down): 6.602 / 7.702 eV
* M: 181.3 g mol⁻¹
* LUMO energy (spin up / spin down): -5.188 / -4.988 eV

Positions of all 30 atoms, in Å:
C1 -3.4554 0.5819 -0.0325
C2 -3.0765 -0.1194 -1.1872
C3 -2.7750 0.3501 1.1972
C4 -1.8079 -0.7808 -1.1572
C5 0.5700 1.1767 -0.4935
C6 -1.9190 -0.8440 1.2290
C7 2.4829 -0.6845 1.6431
C8 2.7329 -1.0120 -0.8862
C9 1.7706 -0.8766 0.2648
N1 -0.5308 1.6551 -1.0721
N2 1.6888 1.9116 -0.3228
N3 0.6167 0.0023 0.0679
N4 -1.2455 -1.1524 -0.0551
H1 -4.1694 1.3815 -0.0771
H2 -3.6885 -0.0083 -2.0807
H3 -2.8818 0.9991 2.0071
H4 -1.4818 -0.9268 -2.1822
H5 -1.2015 -0.8618 2.1333
H6 -2.5210 -1.7241 1.4340
H7 3.1699 -1.5130 1.7770
H8 3.1889 0.1516 1.6972
H9 1.7250 -0.5986 2.4083
H10 2.7620 -2.0912 -1.1625
H11 3.8057 -0.8358 -0.6194
H12 2.4522 -0.5208 -1.8508
H13 1.3190 -1.8075 0.5226
H14 -1.0641 0.8938 -1.4739
H15 1.7863 2.8519 -0.7293
H16 2.1509 1.8536 0.5671
H17 -0.4034 2.5486 -1.5660


ii | ORCA calculation (ωB97M-V/def2-TZVPD) on a gas-phase ion, C9H17N4 (charge +1).

Output
* HOMO: -14.42 eV
* net charge: +1
* gap between HOMO and LUMO: 9.775 eV
* SMILES: CC(C)/C(=N/C1=[N+]=N1)[C@H](N)C(C)C
* M: 181.3 g mol⁻¹
* LUMO energy: -4.643 eV

Positions of all 30 atoms, in Å:
C1 -1.0409 -0.6683 0.1193
C2 -0.4162 0.5886 0.6636
C3 -3.2624 0.0348 0.3813
C4 0.4509 -2.4259 1.0829
C5 -0.5432 -2.8339 -1.1731
C6 -0.1383 1.4862 -1.7637
C7 0.9700 2.6886 0.2234
C8 -0.0603 -1.7522 -0.2468
C9 0.5447 1.2901 -0.3946
N1 -2.3352 -0.7298 0.0519
N2 -4.4360 0.5857 -0.0207
N3 -4.4798 -0.0257 1.0436
N4 -1.4579 1.5358 0.9485
H1 0.0642 0.2841 1.6623
H2 -0.2064 -2.8077 1.8062
H3 1.3961 -1.9150 1.4024
H4 0.7443 -3.4627 0.7267
H5 -1.6181 -3.1196 -0.9782
H6 0.0163 -3.7874 -1.2215
H7 -0.6256 -2.4986 -2.2315
H8 0.7719 1.5411 -2.4390
H9 -0.7665 2.3989 -1.7407
H10 -0.8055 0.5805 -1.9404
H11 1.0955 2.3618 1.2657
H12 0.1851 3.4101 -0.0265
H13 1.8796 2.9996 -0.2288
H14 0.7894 -1.2844 -0.6912
H15 1.5876 0.7413 -0.4664
H16 -1.5114 2.1465 1.6704
H17 -1.5744 2.0869 0.0781


What should be chosen as the least stable of them? Choose ii.


i | ORCA calculation (ωB97M-V/def2-TZVPD) on C5H10Si in the gas phase.

Output
* HOMO: -9.39 eV
* net charge: 0
* gap between HOMO and LUMO: 10.417 eV
* SMILES: C#CC[SiH](C)C
* M: 98.2 g mol⁻¹
* LUMO energy: 1.030 eV

Positions of all 16 atoms, in Å:
C1 -2.4308 -0.4510 -0.0102
C2 -3.4498 0.1969 -0.0407
C3 -1.1571 -1.1262 -0.1163
C4 0.0834 1.6709 0.0303
C5 1.8529 -0.9441 -0.1528
Si1 0.2516 -0.1095 0.5460
H1 0.5325 2.3440 0.8047
H2 -4.4877 0.4748 -0.0167
H3 -1.1668 -2.1384 0.2114
H4 -0.8522 -1.1114 -1.1650
H5 -1.0475 1.7719 0.1409
H6 0.3881 2.0055 -0.9718
H7 1.8105 -1.9686 -0.0810
H8 2.0694 -0.6561 -1.2269
H9 2.5470 -0.4706 0.4402
H10 0.2180 -0.3715 1.9860


ii | ORCA calculation (ωB97M-V/def2-TZVPD) on C5H10Si in the gas phase.

Output
* HOMO: -9.11 eV
* net charge: 0
* gap between HOMO and LUMO: 10.072 eV
* SMILES: C=C1CCC[SiH2]1
* M: 98.2 g mol⁻¹
* LUMO energy: 0.958 eV

Positions of all 16 atoms, in Å:
C1 -1.1163 0.3949 -0.0398
C2 -2.3925 0.7716 -0.2310
C3 -0.6249 -0.9497 0.4267
C4 0.7040 -1.1756 -0.2883
C5 1.7015 -0.0879 0.0136
Si1 0.6168 1.5127 0.0647
H1 -2.7725 1.7792 -0.3438
H2 -3.0134 -0.0949 -0.2446
H3 -0.4037 -0.8582 1.5261
H4 -1.3152 -1.7315 0.2238
H5 1.1274 -2.2472 -0.1111
H6 0.6282 -1.0002 -1.4533
H7 2.3524 -0.2681 0.8752
H8 2.4287 -0.0192 -0.8134
H9 0.4051 2.3487 -1.0472
H10 0.5510 2.2082 1.4724


What should be chosen as the least stable of them? Choose ii.